Formula: F4N3P3
Source: OMol25
Level of theory: ωB97M-V/def2-TZVPD

Last column: natural (NBO) charge in e.
CARTESIAN COORDINATES (ANGSTROEM)
F -1.893 -1.771 0.955  -0.2191
P -1.149 0.648 0.622  1.4728
N 0.419 -0.583 -1.839  -1.3796
F 2.379 -0.235 -0.599  -0.5858
P -0.236 -1.759 -1.080  1.3907
F 0.552 2.432 0.506  -0.2487
P 1.259 0.732 -1.296  1.4953
N -0.900 -1.032 0.294  -0.6866
N 0.460 1.045 0.226  -0.6744
F -0.891 0.524 2.212  -0.5647

Summary:
2S+1: 1
Structure (SMILES): Fn1pnp(F)n(F)p1F
Molecular weight in g mol⁻¹: 210.94
E_HOMO in eV: -10.36

Formula: C30H22N4O3STi
Source: OMol25
Level of theory: ωB97M-V/def2-TZVPD

Last column: natural (NBO) charge in e.
CARTESIAN COORDINATES (ANGSTROEM)
C -3.429 -1.845 -0.113  -0.1208
H 1.380 -1.977 -1.383  0.2097
C 1.485 -0.747 6.543  -0.2503
C -2.103 -0.035 2.882  0.6382
C 0.958 -1.998 -2.381  -0.2720
C 1.283 0.062 4.294  0.1817
C -0.003 -1.054 -2.737  -0.1916
C -2.248 -2.542 -0.451  -0.2392
H 2.022 -0.084 -1.438  0.2116
C 1.380 -2.951 -3.286  -0.1857
C -1.410 2.888 -4.289  -0.2097
H 1.173 -3.727 -5.273  0.2192
C -1.081 -2.252 0.211  0.0820
H -1.324 -0.405 -4.295  0.2196
H -0.320 -1.382 7.519  0.2056
O 3.513 1.741 3.618  -0.6067
C -0.565 -1.114 -4.006  -0.1793
O -3.059 0.354 3.541  -0.5491
H -3.097 1.121 -1.303  0.2253
N -0.967 -1.325 1.184  -0.4983
C 4.080 2.406 -0.513  -0.1321
C -1.325 1.345 -2.466  -0.0736
H 3.136 -0.032 5.373  0.2271
C -0.149 -2.080 -4.905  -0.2090
C 2.074 -0.215 5.417  -0.2316
H -4.343 -2.004 -0.664  0.2306
C -0.147 -0.161 4.365  0.1394
H 0.350 1.790 -3.727  0.2213
H -4.387 2.726 -2.690  0.2185
C 0.833 -2.994 -4.558  -0.2257
C 2.966 1.353 1.330  0.1651
H -0.604 -2.118 -5.886  0.2183
H -0.929 3.385 -5.119  0.2189
C 0.099 -0.972 6.611  -0.2161
C 3.399 1.518 -1.343  -0.2493
C -3.353 2.521 -2.920  -0.1920
N -0.764 0.121 3.229  -0.6594
C -3.382 -1.000 0.968  -0.2077
C 3.868 2.299 0.846  -0.2109
H -3.311 3.805 -4.634  0.2183
C -2.745 3.135 -4.004  -0.2046
H 2.142 -3.659 -2.997  0.2189
Ti 0.322 0.246 1.572  1.5151
C -0.689 1.998 -3.513  -0.2282
H -0.170 -2.799 -0.030  0.2154
H -1.784 -0.839 5.585  0.2187
O -0.271 1.609 0.981  -0.7358
H 4.366 2.943 1.557  0.2561
N 2.258 0.517 0.525  -0.4850
S -0.478 0.129 -1.488  0.2803
C 2.782 1.203 2.798  0.6172
H 4.755 3.140 -0.925  0.2246
H -2.250 -3.285 -1.233  0.2380
N 1.690 0.431 3.058  -0.6933
C -0.718 -0.681 5.550  -0.2590
C -2.165 -0.763 1.617  0.1512
H 2.097 -1.009 7.392  0.2050
C 2.520 0.612 -0.784  0.0785
C -2.644 1.620 -2.147  -0.2357
H 3.545 1.522 -2.413  0.2241
H -4.258 -0.493 1.347  0.2581

Summary:
2S+1: 1
Molecular weight in g mol⁻¹: 566.47
E_HOMO in eV: -6.56

Formula: C29H26ClF3FeN7S
Source: OMol25
Level of theory: ωB97M-V/def2-TZVPD

Last column: natural (NBO) charge in e.
CARTESIAN COORDINATES (ANGSTROEM)
C 2.198 -3.966 0.523  0.1608
C 3.498 7.426 -2.335  -0.2104
H -1.313 -0.939 3.839  0.2429
H 2.083 8.502 -3.708  0.2372
C 1.739 -2.973 2.668  0.2574
H 2.275 -4.172 -1.556  0.2440
N 0.920 4.345 -2.224  -0.5269
H 2.073 -0.566 0.455  0.2052
C -0.171 1.804 -1.462  -0.2388
C -1.763 -3.250 -0.897  0.0548
C -3.983 -4.137 0.434  -0.2013
C -2.109 0.589 2.492  -0.1780
H -4.442 2.705 1.080  0.2573
H -2.769 -1.397 2.851  0.2191
C -3.767 -4.633 -0.873  -0.0299
F -5.836 -5.414 -1.663  -0.2862
H -0.889 2.500 -1.943  0.2407
F -4.512 -6.804 -0.580  -0.3282
C -2.623 -4.141 -1.530  -0.2127
H 4.704 -4.141 -1.686  0.2414
H 0.471 6.769 -3.755  0.2272
S 2.967 -4.056 2.163  0.4248
C 1.588 5.515 -2.349  0.0870
H 2.102 -2.928 4.731  0.4304
H 4.678 6.158 -1.068  0.2364
C 1.503 0.221 0.002  0.0451
H 2.886 -5.505 -0.684  0.2477
Fe -0.572 -1.354 1.418  1.6112
N 1.743 -2.392 3.926  -0.7765
C 3.728 6.262 -1.571  -0.2063
H -4.814 -4.492 1.002  0.2622
C 1.310 6.660 -3.044  -0.2363
H 4.867 -4.055 0.057  0.2120
C 2.748 5.319 -1.575  0.1401
N 0.951 -2.615 1.728  -0.5523
H -2.485 -4.511 -2.541  0.2640
H 4.196 -2.653 -0.811  0.2139
C 1.078 2.283 -1.014  0.0386
C 1.999 1.393 -0.466  -0.1993
C -3.067 -3.234 0.932  0.0559
H -0.891 -2.842 -1.468  0.2316
C 1.622 3.572 -1.373  0.3016
N 0.205 -0.137 -0.116  -0.6396
C -1.219 2.859 2.348  -0.2627
H -3.193 -2.919 1.991  0.1944
C -1.112 1.534 2.679  0.1021
C 4.281 -3.752 -0.805  -0.5834
H -1.684 0.285 -0.971  0.2179
N 1.249 -3.089 0.525  -0.3076
C -3.320 1.068 1.834  -0.1526
H 4.284 8.152 -2.303  0.2290
N -1.966 -2.802 0.346  -0.5895
C -2.389 3.297 1.716  -0.1118
H 0.235 4.032 -2.887  0.4176
Cl 0.461 0.965 3.168  0.0234
H 3.016 1.576 -0.372  0.2651
C 2.906 -4.416 -0.687  -0.4723
H -2.575 4.330 1.549  0.2442
H 0.948 -1.831 4.169  0.3960
C -1.982 -0.685 2.996  -0.6102
F -3.986 -6.163 -2.600  -0.2864
C -3.445 2.382 1.494  -0.2120
C -0.617 0.605 -0.840  0.0603
C -4.554 -5.736 -1.492  0.9620
C 2.316 7.648 -3.058  -0.1761
N 2.731 4.051 -0.963  -0.4148
H -4.046 0.253 1.595  0.2329
H -0.466 3.639 2.557  0.2669

Summary:
2S+1: 6
⟨S²⟩: 8.80
Net charge: +2
Molecular weight in g mol⁻¹: 652.94
E_HOMO (spin up / spin down) in eV: -12.59 / -12.59

Formula: C3H2ClNOS
Source: OMol25
Level of theory: ωB97M-V/def2-TZVPD

Last column: natural (NBO) charge in e.
CARTESIAN COORDINATES (ANGSTROEM)
O -3.543 -1.403 -0.716  -0.9184
S -2.708 -1.169 0.411  1.4744
C -0.666 0.535 0.154  -0.3167
H 0.915 -1.058 0.060  0.2076
C -2.010 0.513 0.110  -0.2606
N -1.146 -1.762 0.109  -0.6465
Cl -3.144 1.786 -0.023  0.0753
H 0.189 1.298 0.048  0.2473
C -0.201 -0.917 0.096  0.1378

Summary:
2S+1: 1
Molecular weight in g mol⁻¹: 135.58
E_HOMO in eV: -9.92

Question: Which formula does entry 3 have?
Answer: C29H26ClF3FeN7S

Question: The highest 2S+1 belongs to which entry?
Answer: C29H26ClF3FeN7S

Question: Among the records above, which one has the highest 2S+1?
Answer: C29H26ClF3FeN7S